No. 1
This record from OMol25 describes a cluster of 27 separate species, BrH52O26 in total at a distorted geometry. The level of theory is ωB97M-V/def2-TZVPD.

- Frontier orbital gap: 0.3782 Eh
- Multiplicity: 1
- Charge: -1
- Energy relative to the best compared isomer or geometry (same formula, charge and spin): 0.0 kcal per mole
- E: -4561.73631 a.u.

Geometry (Å):
1 Br -0.1820 -0.3781 -0.0154
2 O -1.4125 2.0981 -4.2646
3 O -0.4179 -2.6393 -2.3849
4 O -3.2847 -2.8517 2.8835
5 O 3.6375 -2.3658 3.2695
6 O 1.8990 -0.7634 5.2074
7 O -3.1143 -0.0203 3.1974
8 O 2.2060 0.7176 -2.4149
9 O 1.8087 -3.0267 1.1071
10 O 1.8461 4.6492 1.6140
11 O 1.1358 0.5024 -4.9315
12 O -2.6411 1.7635 1.1167
13 O 2.6065 -0.0372 1.6977
14 O -3.6607 0.1979 -4.4963
15 O 4.4907 0.6263 -0.5833
16 O -0.9181 1.5823 4.9352
17 O -0.0792 1.9851 2.3613
18 O -0.4613 -0.9034 3.3687
19 O 2.2920 -3.2368 -1.8525
20 O 4.4903 -1.2426 -3.7078
21 O -0.7063 3.1477 -1.5891
22 O -0.0461 -2.0688 -4.8496
23 O -0.5564 -3.6979 3.2166
24 O -4.6903 3.4508 0.4346
25 O -3.7273 1.3140 -1.7999
26 O -2.6260 -2.6828 0.0166
27 O 2.2807 3.4576 -1.6481
28 H -4.4990 1.8021 -1.4975
29 H 0.4592 -2.9736 -2.1268
30 H -4.2206 -0.4844 -4.8727
31 H 2.9653 -2.0997 3.9389
32 H -0.9941 -2.1621 -4.9523
33 H 2.3757 -0.0057 4.8693
34 H 2.4300 -2.6127 1.7478
35 H -2.2626 1.0895 0.5479
36 H -0.5889 -1.8701 -1.8236
37 H -3.2130 -0.9722 2.9646
38 H 1.5080 0.4091 -1.7893
39 H 5.2132 0.1098 -0.9572
40 H 1.8955 0.3858 1.1934
41 H -1.1262 -0.2312 3.6377
42 H 4.6231 -0.9115 -4.6000
43 H -3.8704 3.0932 0.7814
44 H 2.5729 3.5709 -0.7457
45 H -3.5998 0.0548 4.0386
46 H 1.3336 3.9023 1.9001
47 H 0.4292 1.1383 -4.8283
48 H -3.3718 -3.0499 1.9271
49 H -0.0279 -2.1532 -3.8711
50 H 3.7810 0.4745 -1.2505
51 H -2.1435 -1.8552 0.1642
52 H -0.1563 1.6750 5.5448
53 H -3.0404 1.8310 -1.3791
54 H -0.0697 -3.7818 2.3909
55 H 1.0066 -0.7435 4.7822
56 H -1.9491 -3.2702 -0.3775
57 H 1.2521 -2.2625 0.8651
58 H 0.1745 3.4272 -1.8925
59 H 3.5589 -1.0602 -3.5853
60 H 1.2015 5.2062 1.1657
61 H -0.3211 -0.7534 2.4059
62 H -1.4441 2.4592 -3.3827
63 H -0.5231 2.2677 -1.2544
64 H 2.5894 2.5909 -1.9107
65 H -0.5290 1.6925 4.0436
66 H -2.2330 1.6092 -4.4158
67 H -0.4326 -2.7682 3.4819
68 H -2.8549 1.2823 1.9288
69 H 3.3936 0.2163 1.1820
70 H 0.3093 1.2393 1.9276
71 H 1.7476 0.7063 -3.2882
72 H 4.2481 -2.9263 3.7408
73 H -4.0381 0.4749 -3.6249
74 H -4.6995 4.3978 0.5897
75 H -0.7643 2.2470 1.7155
76 H -2.3542 -3.0802 3.0780
77 H 3.0823 -3.8007 -1.9178
78 H 0.6221 -0.3219 -5.1069
79 H 2.3854 -2.7803 -0.9914



No. 2
This record from OMol25 describes the molecule C2H4N2OS2 at a distorted geometry. The level of theory is ωB97M-V/def2-TZVPD.

- Frontier orbital gap: 0.3456 Eh
- SMILES: O/N=C\S/C=N/S
- Multiplicity: 1
- Energy relative to the best compared isomer or geometry (same formula, charge and spin): 78.7 kcal per mole
- E: -1059.61788 a.u.

Geometry (Å):
1 S 1.2037 -1.5197 -0.2494
2 S -2.8162 -0.0486 -0.0093
3 O 0.7675 1.6846 -0.6769
4 N -1.0608 -0.1004 -0.0916
5 N 1.7896 1.2429 0.1621
6 C 1.9590 -0.0220 0.3327
7 C -0.5182 -1.2246 -0.2665
8 H -0.1177 1.2088 -0.2713
9 H 2.7411 -0.2876 1.0110
10 H -2.8274 1.2286 0.4888
11 H -1.1206 -2.1619 -0.4297



No. 3
This record from OMol25 describes the molecule C11H14N2O5 at a distorted geometry. The level of theory is ωB97M-V/def2-TZVPD.

- Frontier orbital gap: 0.3071 Eh
- SMILES: CCOCC(=O)Nc1ccc([N+](=O)[O-])cc1OC
- Multiplicity: 1
- Energy relative to the best compared isomer or geometry (same formula, charge and spin): 10.6 kcal per mole
- E: -913.18593 a.u.

Geometry (Å):
1 O 0.8268 -2.8941 0.0805
2 O -0.8852 1.6775 0.0753
3 O -5.7712 0.7172 -0.0419
4 O 2.7328 0.1018 0.1333
5 O -5.9226 -1.4262 -0.0671
6 N -5.2812 -0.3959 -0.0428
7 N 0.2898 -0.6701 0.0769
8 C -1.7236 0.6051 0.0452
9 C -1.8653 -1.8219 0.0172
10 C -3.8521 -0.4959 -0.0129
11 C 2.6087 -1.2997 0.1240
12 C -1.0933 -0.6652 0.0462
13 C -3.1007 0.6794 0.0155
14 C -1.4517 2.9693 0.0718
15 C 1.1424 -1.7266 0.0916
16 C 4.0320 0.5802 0.4250
17 C -3.2438 -1.7425 -0.0124
18 C 5.0507 0.3198 -0.6802
19 H -3.8545 -2.6309 -0.0350
20 H 5.9736 0.8441 -0.4495
21 H 4.3837 0.1436 1.3712
22 H 3.0983 -1.7469 -0.7526
23 H 4.6683 0.6821 -1.6313
24 H -0.6086 3.6573 0.0971
25 H -2.0379 3.1451 -0.8344
26 H 0.7272 0.2467 0.0910
27 H -3.6284 1.6195 0.0136
28 H 3.0657 -1.7417 1.0223
29 H -1.3694 -2.7780 0.0184
30 H -2.0804 3.1315 0.9517
31 H 3.8988 1.6562 0.5629
32 H 5.2710 -0.7409 -0.7705



No. 4
This record from OMol25 describes a cluster of 3 separate species, C16H37IO8P2 in total at a distorted geometry. The level of theory is ωB97M-V/def2-TZVPD.

- Frontier orbital gap: 0.3169 Eh
- SMILES: COCCCCC[C@](C)(CCCI)OC(=O)PP(=O)(O)O.CCO.CCO
- Multiplicity: 1
- E: -2213.90713 a.u.

Geometry (Å):
1 I -3.9561 -0.8185 3.8421
2 P 0.1397 5.0220 -1.2985
3 P 1.9591 5.2829 -0.0462
4 O 2.6867 6.6755 -0.3407
5 O -5.6936 -3.4956 0.6770
6 O 3.1600 4.0373 -0.3434
7 O 1.5994 5.2040 1.6756
8 O 4.4229 -1.1851 0.4343
9 O -1.4557 4.8879 0.9896
10 O -1.8668 2.9482 -0.3729
11 O 3.3712 -3.6513 -2.9787
12 C -7.6498 -2.3717 1.5076
13 C 0.3898 2.0459 0.6300
14 C 2.3855 -1.1874 -1.1242
15 C -3.5933 1.1325 1.2776
16 C 1.1404 -0.3188 -1.7542
17 C -7.1120 -3.4712 0.6154
18 C 5.3409 -0.3398 1.2162
19 C -1.3296 0.5840 -0.9746
20 C -1.1507 1.7726 0.1431
21 C 3.1697 -0.4571 0.1221
22 C -1.9832 1.3192 1.5222
23 C -1.1459 4.2053 -0.1471
24 C 4.5872 -3.6986 -2.2469
25 C 5.6707 -4.3448 -3.0851
26 C -0.2473 -0.6396 -0.8794
27 C -4.2893 1.1237 2.7979
28 H 5.7818 0.4825 0.5014
29 H 6.6161 -4.3850 -2.5369
30 H 0.9706 -0.7248 -2.8583
31 H 2.5313 -0.4714 1.1292
32 H -5.4431 -3.6578 1.6026
33 H 0.4768 2.7559 1.5863
34 H 1.9570 -2.2065 -0.6981
35 H 3.4270 0.6782 -0.0708
36 H 6.1861 -1.0659 1.6307
37 H -7.4058 -3.2987 -0.4242
38 H -4.0840 1.9118 0.5554
39 H -1.4766 0.4172 2.0798
40 H -3.7517 0.0275 0.8729
41 H -7.4939 -4.4492 0.9242
42 H -8.7421 -2.3365 1.4681
43 H 5.8238 -3.7854 -4.0137
44 H -1.8671 2.2571 2.2520
45 H 4.8670 -2.6745 -1.9829
46 H 3.1270 -4.5661 -3.2009
47 H 4.0595 4.5001 -0.4498
48 H 4.8370 0.1759 2.1548
49 H 0.4189 4.0581 -2.3385
50 H -3.7346 1.9888 3.4014
51 H -2.3974 0.1031 -1.0217
52 H 4.4191 -4.2596 -1.3225
53 H 1.0264 2.4647 -0.2887
54 H 5.3848 -5.3626 -3.3700
55 H 3.1886 -1.3587 -1.9761
56 H 0.9706 1.0552 0.9577
57 H -7.2532 -1.3985 1.2006
58 H -5.4259 1.4028 2.7772
59 H 0.0469 -0.8615 0.2366
60 H 2.2526 4.5283 2.0746
61 H -7.3395 -2.5288 2.5458
62 H 1.3605 0.8260 -1.8595
63 H -0.6981 -1.6084 -1.3612
64 H -1.1665 1.1053 -2.0365



No. 5
This record from OMol25 describes a structure of composition C29H25CaF6N3O4S2SbSe at a distorted geometry. The level of theory is ωB97M-V/def2-TZVPD.

- Frontier orbital gap: 0.1834 Eh
- Multiplicity: 1
- Charge: +1
- Energy relative to the best compared isomer or geometry (same formula, charge and spin): 27.0 kcal per mole
- E: -6299.83190 a.u.

Geometry (Å):
1 Sb 9.9809 11.4574 9.7361
2 Se 15.0215 15.2305 9.8596
3 Ca 17.6620 13.1164 8.2875
4 S 20.0670 12.2622 9.8294
5 S 17.5967 11.7818 10.9744
6 F 21.8018 12.3589 7.8842
7 F 19.7396 11.4257 7.3138
8 F 21.3558 10.2764 8.4093
9 F 16.4724 9.4729 10.1314
10 F 16.1257 11.1732 8.7499
11 F 15.0100 11.1053 10.5212
12 O 17.7891 11.3462 12.3147
13 O 17.0719 13.1293 10.5739
14 O 19.6173 13.6133 9.2837
15 O 21.2904 12.2466 10.6138
16 N 15.8729 14.7539 8.2449
17 N 18.7216 11.3073 9.8985
18 N 14.1218 16.5383 8.9968
19 C 8.8168 9.5465 11.9126
20 C 15.6202 15.3519 5.8658
21 C 10.6526 8.5475 10.6829
22 C 6.4386 11.9043 6.4461
23 C 9.7303 13.3923 13.5998
24 C 7.5927 12.7287 6.4378
25 C 8.6040 8.3843 12.6340
26 C 20.7780 11.5193 8.2890
27 C 11.7762 8.6643 9.6755
28 C 7.4918 10.2806 7.9233
29 C 8.6266 12.3347 7.2672
30 C 8.0610 13.5068 11.4197
31 C 9.2117 12.8175 11.3447
32 C 13.9198 17.5297 6.8282
33 C 15.4939 15.5803 7.2686
34 C 10.4590 7.3897 11.4197
35 C 7.6601 14.1877 12.6213
36 C 8.5768 11.1713 8.0472
37 C 10.1190 12.8221 12.4185
38 C 8.4989 14.0409 13.7262
39 C 13.9996 17.2954 5.5392
40 C 6.4627 10.7284 7.1230
41 C 14.8113 16.1789 5.0779
42 C 9.4456 7.2607 12.4194
43 C 9.7762 9.6272 10.8528
44 C 16.2078 10.7697 10.1239
45 C 7.3952 8.9558 8.6999
46 C 7.2896 13.6405 10.1310
47 C 14.5958 16.7423 7.7360
48 H 7.5115 13.6375 5.8725
49 H 11.0415 12.2609 12.3727
50 H 7.1426 9.1806 9.7207
51 H 10.4080 13.2216 14.4036
52 H 14.7599 15.9525 4.0125
53 H 5.5632 12.2002 5.8333
54 H 8.3591 8.4377 8.5712
55 H 9.2970 6.3083 12.9646
56 H 13.3870 17.8390 4.8112
57 H 12.4359 9.5352 9.9302
58 H 8.1820 14.4439 14.6757
59 H 16.0857 14.4807 5.4728
60 H 7.9651 14.0600 9.3696
61 H 11.1763 6.5904 11.2524
62 H 6.5473 14.4352 10.2378
63 H 8.2795 10.4513 12.2126
64 H 5.6083 10.0819 7.0418
65 H 9.4822 12.9864 7.2826
66 H 11.4431 8.8218 8.6499
67 H 13.3541 18.4096 7.2101
68 H 6.7570 12.6767 9.8308
69 H 6.7703 14.8053 12.6543
70 H 12.4571 7.7746 9.7202
71 H 6.5607 8.4364 8.1903
72 H 7.8927 8.3678 13.3644



No. 6
This record from OMol25 describes the molecule C4H9B at a distorted geometry. The level of theory is ωB97M-V/def2-TZVPD.

- Frontier orbital gap: 0.3955 Eh
- SMILES: C=CB(C)C
- Multiplicity: 1
- Energy relative to the best compared isomer or geometry (same formula, charge and spin): 0.0 kcal per mole
- E: -182.61807 a.u.

Geometry (Å):
1 C 2.2131 -0.1628 -0.0691
2 C -1.5353 -1.1087 0.0345
3 C 1.0156 -0.6584 -0.3127
4 C -0.4862 1.5226 0.1306
5 B -0.3797 -0.0311 -0.1293
6 H -1.1710 -2.1170 0.0440
7 H 2.2903 0.8420 0.2681
8 H -2.3220 -1.0710 -0.6805
9 H -2.0388 -0.9748 1.0092
10 H -0.9493 1.8630 1.0231
11 H 0.3326 2.1905 0.0642
12 H 1.0530 -1.6896 -0.5538
13 H 3.1169 -0.6291 -0.1749
14 H -1.1393 2.0243 -0.6535